Density functional theory data (wB97M-V/def2-TZVPD) for a structure of composition C73H140F30N12O20S10 at a distorted geometry.

## Properties
* energy: -12004.24641 Ha
* net charge: +2
* orbital gap: 7.702 eV
* spin multiplicity: 1
* HOMO: -11.32 eV

Positions of all 285 atoms, in Å:
C -18.66629 4.42032 2.41213
C -18.22060 3.83392 1.02342
C -18.99598 4.46941 -0.17540
N -18.40840 4.43645 -1.55105
C -18.14352 2.96613 -2.03468
C -17.49996 2.92906 -3.46425
C -16.16160 3.70848 -3.44590
C -16.38989 5.13788 -2.96257
C -17.09492 5.33100 -1.57089
C -19.49450 5.08146 -2.52868
H -18.61867 5.50910 2.43152
H -18.03615 4.04412 3.21805
H -19.63863 4.07411 2.76258
H -18.48458 2.78382 0.89805
H -17.16582 4.01673 0.81822
H -19.04651 5.55021 -0.04337
H -20.06583 4.26229 -0.15071
H -17.41189 2.68342 -1.27779
H -19.06983 2.40000 -1.93705
H -17.37939 1.94566 -3.91865
H -18.19902 3.23912 -4.24095
H -15.30862 3.27353 -2.92498
H -15.76066 3.70416 -4.45947
H -15.47469 5.72965 -2.98029
H -17.02898 5.60053 -3.71463
H -16.43180 4.89745 -0.82229
H -17.41863 6.33484 -1.29592
H -19.20587 5.24285 -3.56730
H -19.73330 6.06936 -2.13480
H -20.27653 4.32353 -2.48298
C -15.39889 -4.54607 -10.66791
C -14.90977 -3.39974 -9.63606
C -13.49456 -3.74063 -9.12748
N -12.80206 -2.55965 -8.51864
C -11.40579 -3.00082 -7.91202
C -10.50930 -3.36445 -9.10401
C -10.25571 -2.21819 -10.06911
C -11.55836 -1.61011 -10.54597
C -12.53403 -1.30621 -9.44499
C -13.64034 -2.14749 -7.27433
H -15.31607 -5.58189 -10.33882
H -14.78093 -4.47352 -11.56288
H -16.45410 -4.36204 -10.86983
H -15.61773 -3.38343 -8.80743
H -14.80728 -2.43828 -10.13923
H -12.99282 -3.96133 -10.06963
H -13.45118 -4.51132 -8.35789
H -11.69997 -3.89457 -7.36180
H -11.08225 -2.22847 -7.21424
H -10.99858 -4.23118 -9.54841
H -9.55858 -3.79175 -8.78516
H -9.69271 -2.61891 -10.91205
H -9.64827 -1.45742 -9.57884
H -12.05561 -2.04262 -11.41418
H -11.43068 -0.62246 -10.98909
H -13.42348 -0.69480 -9.59709
H -11.95941 -0.66049 -8.78094
H -14.56811 -1.66091 -7.57532
H -13.04079 -1.53613 -6.59988
H -13.83167 -3.00098 -6.62391
C -22.44225 -2.91905 6.01269
C -21.99347 -1.53668 5.36733
C -22.48372 -1.56599 3.86179
N -22.19282 -0.20508 3.10700
C -20.71774 0.29140 3.33106
C -20.17585 1.14549 2.22401
C -20.59789 0.62147 0.82697
C -22.09268 0.52929 0.61421
C -22.73020 -0.38884 1.63046
C -23.06844 0.89662 3.81046
H -22.07472 -2.99063 7.03636
H -22.22119 -3.82182 5.44326
H -23.52809 -2.82854 6.04236
H -20.91553 -1.42052 5.47981
H -22.57625 -0.80037 5.92081
H -23.56741 -1.66331 3.79671
H -21.97304 -2.38047 3.34806
H -20.19281 -0.66263 3.37978
H -20.52349 0.65011 4.34185
H -19.09149 1.08013 2.13467
H -20.51593 2.17027 2.37325
H -20.13536 -0.35141 0.66062
H -20.14449 1.28492 0.09053
H -22.24797 0.16319 -0.40065
H -22.51345 1.51122 0.39768
H -22.46842 -1.42567 1.41938
H -23.81963 -0.37844 1.59667
H -24.12914 0.69367 3.66277
H -22.85906 1.65763 3.05871
H -22.63055 1.24686 4.74517
C -14.19153 -2.58418 -2.31995
C -13.27902 -3.86527 -2.12984
C -13.40211 -4.35546 -0.65729
N -12.77662 -5.73908 -0.37407
C -13.35564 -6.84501 -1.31165
C -14.84274 -7.12169 -1.11205
C -15.10420 -7.56890 0.37438
C -14.51371 -6.48010 1.34105
C -13.04867 -6.02822 1.07429
C -11.21799 -5.76229 -0.58105
H -14.29485 -2.34442 -3.37822
H -13.63586 -1.79666 -1.81090
H -15.22166 -2.61037 -1.96460
H -12.27750 -3.61430 -2.47921
H -13.53481 -4.58408 -2.90829
H -14.45605 -4.44312 -0.39346
H -12.94918 -3.61708 0.00434
H -13.20094 -6.57335 -2.35587
H -12.76074 -7.74622 -1.16328
H -15.47985 -6.30119 -1.44214
H -15.09446 -8.00751 -1.69518
H -16.13594 -7.71863 0.69249
H -14.65333 -8.53111 0.61722
H -15.09339 -5.57060 1.18332
H -14.95116 -6.71712 2.31087
H -12.84173 -5.17834 1.72466
H -12.46736 -6.88852 1.40605
H -10.89655 -5.33485 -1.53083
H -10.77046 -6.75145 -0.48421
H -10.78272 -5.17331 0.22626
C -22.87438 -3.41848 -4.14039
C -21.63886 -3.03880 -3.34798
C -20.55105 -2.22164 -4.12685
N -19.21999 -1.84419 -3.30671
C -18.33914 -0.81610 -4.06372
C -17.72338 -1.37518 -5.36448
C -16.85869 -2.60118 -5.03042
C -17.69660 -3.67039 -4.26325
C -18.41058 -3.13294 -3.03979
C -19.69812 -1.19604 -1.98155
H -23.56442 -2.60736 -4.37283
H -23.44880 -4.12580 -3.54221
H -22.69579 -3.93497 -5.08349
H -21.25123 -3.92293 -2.84186
H -22.05630 -2.55806 -2.46325
H -20.95389 -1.29140 -4.52744
H -20.09244 -2.73664 -4.97098
H -18.92657 0.08863 -4.22018
H -17.48595 -0.64499 -3.40729
H -18.35660 -1.35799 -6.25150
H -17.07744 -0.55730 -5.68377
H -16.39786 -2.98369 -5.94116
H -15.93609 -2.37212 -4.49709
H -18.37866 -4.01574 -5.04019
H -17.12056 -4.55571 -3.99400
H -18.97653 -3.96084 -2.61273
H -17.60832 -2.92654 -2.33134
H -20.00590 -1.90317 -1.21126
H -20.34075 -0.35259 -2.23395
H -18.70740 -0.83752 -1.70219
C -20.28271 -7.99238 -3.07078
C -21.77047 -7.72486 -2.70517
C -22.65677 -8.93545 -2.52087
N -24.21978 -8.58486 -2.38713
C -25.05319 -9.88750 -2.26424
C -26.53894 -9.69698 -1.87718
C -26.62553 -8.85350 -0.58987
C -25.82820 -7.50421 -0.66339
C -24.31543 -7.68372 -1.10055
C -24.81559 -7.79031 -3.64697
H -20.22715 -8.59662 -3.97626
H -19.90751 -8.62502 -2.26637
H -19.72976 -7.05912 -3.17746
H -22.18504 -6.90936 -3.29777
H -21.65269 -7.21428 -1.74938
H -22.46862 -9.52442 -1.62320
H -22.53547 -9.61481 -3.36459
H -24.52913 -10.46200 -1.50042
H -24.87761 -10.38492 -3.21810
H -26.85876 -10.73721 -1.81614
H -27.10552 -9.42694 -2.76833
H -26.32595 -9.42829 0.28648
H -27.60895 -8.51206 -0.26678
H -25.72289 -7.17611 0.37071
H -26.25347 -6.69777 -1.26078
H -23.83074 -8.20056 -0.27225
H -23.97479 -6.67149 -1.31837
H -24.40375 -6.79751 -3.46581
H -25.89796 -7.68613 -3.57124
H -24.48464 -8.30994 -4.54618
C -26.92076 -4.90012 -12.82072
C -25.77237 -4.80190 -11.87669
C -25.57975 -3.38410 -11.34507
N -24.55409 -3.13826 -10.16693
C -24.34210 -1.56944 -10.00366
C -23.60427 -1.11951 -8.74586
C -24.24214 -1.74467 -7.47332
C -24.38409 -3.28363 -7.66147
C -25.15589 -3.78035 -8.86757
C -23.16391 -3.76794 -10.51582
H -27.18080 -5.93010 -13.06484
H -26.72878 -4.35620 -13.74559
H -27.86875 -4.49348 -12.46847
H -24.86355 -5.07794 -12.41144
H -25.93238 -5.39550 -10.97661
H -26.49353 -3.00902 -10.88418
H -25.35516 -2.68695 -12.15232
H -25.37883 -1.24420 -9.91686
H -23.92302 -1.09640 -10.89176
H -23.52520 -0.03255 -8.72692
H -22.57783 -1.47979 -8.81458
H -25.22282 -1.30947 -7.28109
H -23.53185 -1.48088 -6.68974
H -24.90483 -3.65469 -6.77873
H -23.36633 -3.65881 -7.55423
H -26.19062 -3.47421 -8.71361
H -25.10202 -4.86588 -8.95028
H -23.33254 -4.83747 -10.39024
H -22.35414 -3.60252 -9.80518
H -22.83965 -3.49484 -11.52000
C -23.60938 0.70629 -3.41517
F -23.08949 -0.35916 -2.82765
F -23.96409 0.31413 -4.64236
F -24.73041 1.00532 -2.69377
S -22.39513 2.16989 -3.36020
O -23.12966 3.29757 -3.83438
O -21.92738 2.31463 -1.98320
N -21.14876 1.51006 -4.38358
S -21.17884 2.35465 -5.58932
O -22.45656 2.30106 -6.34036
O -20.64051 3.69255 -5.28197
C -19.91759 1.54155 -6.74580
F -18.69581 1.52361 -6.14852
F -20.27743 0.33341 -7.07241
F -19.86744 2.33525 -7.83290
C -16.21567 -0.17898 -0.04402
F -16.20606 -0.61129 -1.30827
F -15.14495 0.63462 0.03205
F -17.29145 0.46003 0.28216
S -16.02675 -1.72467 1.14664
O -14.64860 -2.19019 1.06405
O -16.36257 -1.23339 2.52881
N -17.21734 -2.67714 0.35055
S -17.87797 -3.46647 1.52539
O -16.94535 -4.29877 2.28848
O -18.83725 -2.67420 2.31175
C -18.94159 -4.76555 0.58938
F -19.43305 -5.62032 1.49198
F -19.83899 -4.07424 -0.09810
F -18.18440 -5.35898 -0.33228
C -10.94310 -0.86084 -4.17765
F -12.24537 -0.70971 -3.83478
F -10.28288 -0.80318 -3.00024
F -10.77104 -2.02003 -4.78388
S -10.35704 0.56336 -5.33951
O -9.91919 1.70459 -4.53162
O -9.26398 -0.01053 -6.12593
N -11.80217 0.74913 -6.26459
S -12.61887 1.90548 -5.73573
O -12.89042 1.77403 -4.31177
O -12.02688 3.17010 -6.18931
C -14.34230 1.69908 -6.61572
F -15.05379 0.72180 -6.10405
F -15.07529 2.82980 -6.45193
F -14.11537 1.47494 -7.92353
C -19.15297 -5.39555 -8.37464
F -18.18526 -4.53441 -8.01030
F -19.37921 -5.05973 -9.67267
F -18.75898 -6.70153 -8.32379
S -20.73698 -5.14599 -7.27936
O -20.39332 -5.68658 -5.95764
O -20.98937 -3.72295 -7.14524
N -21.86207 -6.11035 -8.20042
S -22.66024 -6.92177 -7.09760
O -21.94202 -8.06427 -6.49756
O -23.49414 -6.10068 -6.23452
C -23.95354 -7.95388 -8.30986
F -25.03837 -7.21463 -8.47815
F -23.45197 -8.23302 -9.49025
F -24.37196 -9.03771 -7.71330
C -29.96922 -6.03974 -2.22953
F -28.98157 -6.57867 -1.52441
F -31.04145 -6.78446 -1.91390
F -30.19576 -4.70695 -1.98185
S -29.60358 -6.35072 -4.13762
O -28.56686 -7.40339 -4.10049
O -30.86865 -6.78145 -4.69747
N -29.19948 -4.85204 -4.91530
S -27.73942 -4.54225 -4.36350
O -27.58442 -4.58462 -2.90254
O -26.72815 -5.25414 -5.15494
C -27.58063 -2.71159 -4.93051
F -27.46009 -2.58025 -6.29211
F -28.69904 -2.04242 -4.67317
F -26.53394 -2.23400 -4.22885